# 1
{
  "formula": "C17H25F3N4O3",
  "method": "ωB97M-V/def2-TZVPD",
  "e_homo_ev": -8.60,
  "energy_ev": -38291.55742,
  "relative_energy_kcal_mol": 9.31,
  "e_lumo_ev": 0.67,
  "smiles": "CCCNC(=O)[C@H](c1n[nH]cc1C)N1CC[C@@H](C(F)(F)F)C[C@H]1C(=O)OC",
  "homo_lumo_gap_ev": 9.269,
  "species": ["C", "C", "C", "N", "C", "O", "C", "C", "N", "N", "C", "C", "C", "N", "C", "C", "C", "C", "F", "F", "F", "C", "C", "C", "O", "O", "C", "H", "H", "H", "H", "H", "H", "H", "H", "H", "H", "H", "H", "H", "H", "H", "H", "H", "H", "H", "H", "H", "H", "H", "H", "H"],
  "coordinates": [[-2.67407, 3.33079, -1.82943], [-3.68629, 2.55486, -0.99687], [-3.60403, 1.04941, -1.22445], [-2.34452, 0.47465, -0.78341], [-1.38310, 0.07306, -1.64613], [-1.45261, 0.21000, -2.85117], [-0.14323, -0.60077, -1.03036], [-0.17185, -2.07695, -1.30335], [-1.30579, -2.74513, -1.42662], [-0.92909, -4.01350, -1.61783], [0.41552, -4.16715, -1.61486], [0.95672, -2.92353, -1.40628], [2.39287, -2.52085, -1.32259], [0.17898, -0.37830, 0.37772], [-0.58573, -1.06303, 1.40227], [0.28497, -1.33493, 2.62088], [0.83393, -0.01210, 3.14938], [1.73831, -0.22414, 4.33976], [2.82162, -0.96413, 4.03423], [2.18901, 0.94271, 4.83974], [1.10002, -0.85876, 5.34180], [1.55772, 0.75306, 2.04404], [0.64031, 0.92629, 0.83532], [1.29645, 1.70325, -0.29781], [0.68006, 2.30203, -1.13815], [2.63040, 1.60524, -0.29194], [3.28760, 2.27353, -1.37914], [-2.74745, 4.40210, -1.63671], [-1.65526, 3.01425, -1.60666], [-2.84347, 3.16360, -2.89442], [-3.53886, 2.76460, 0.06804], [-4.70324, 2.87819, -1.23656], [-4.41718, 0.53933, -0.70311], [-3.69383, 0.82428, -2.28695], [-2.21849, 0.28464, 0.19346], [0.68152, -0.19777, -1.62153], [-1.63001, -4.71630, -1.76527], [0.87674, -5.12933, -1.76447], [3.04555, -3.39258, -1.29358], [2.68498, -1.91494, -2.18331], [2.57740, -1.92625, -0.42592], [-1.45379, -0.46590, 1.74479], [-0.97574, -1.99233, 0.99289], [-0.29746, -1.84127, 3.39189], [1.10946, -1.98971, 2.32966], [0.00111, 0.59412, 3.52360], [1.87939, 1.73080, 2.40609], [2.44552, 0.20123, 1.73407], [-0.21960, 1.55478, 1.12884], [4.34772, 2.09053, -1.23739], [2.94785, 1.86836, -2.33060], [3.07296, 3.33998, -1.35159]],
  "lowdin_charge": [-0.100, -0.244, -0.185, 0.098, -0.460, 0.074, -0.149, -0.233, 0.111, -0.019, -0.049, -0.214, -0.036, -0.052, -0.164, -0.108, -0.211, -0.602, 0.141, 0.137, 0.136, -0.075, -0.193, -0.456, 0.133, -0.028, -0.024, 0.068, 0.048, 0.079, 0.102, 0.103, 0.117, 0.121, 0.104, 0.149, 0.148, 0.120, 0.077, 0.082, 0.070, 0.120, 0.123, 0.126, 0.131, 0.165, 0.136, 0.132, 0.162, 0.094, 0.099, 0.098]
}

***

# 2
{
  "formula": "C17H25FIrN2S4SbSi2",
  "method": "ωB97M-V/def2-TZVPD",
  "e_homo_ev": [-4.09, -4.08],
  "spin_multiplicity": 2,
  "energy_ev": -92212.33632,
  "relative_energy_kcal_mol": 2.71,
  "e_lumo_ev": [2.05, 1.65],
  "charge": -1,
  "homo_lumo_gap_ev": [6.133, 5.725],
  "species": ["Ir", "C", "Si", "C", "C", "N", "C", "C", "C", "C", "C", "C", "F", "H", "H", "H", "H", "H", "H", "H", "H", "H", "H", "H", "H", "H", "S", "Sb", "S", "S", "C", "Si", "C", "C", "C", "C", "C", "C", "N", "C", "S", "H", "H", "H", "H", "H", "H", "H", "H", "H", "H", "H", "H"],
  "coordinates": [[1.08169, 1.53756, 0.95367], [0.09848, 4.81254, -0.91098], [-1.05832, 3.49794, -0.28157], [-2.59606, 3.59442, -1.37253], [-1.72601, 3.95350, 1.40418], [-0.44711, 1.83498, -0.27992], [-0.99652, 0.93703, -1.20940], [-0.88044, 1.22822, -2.57844], [-1.35573, 0.39228, -3.57259], [-1.97057, -0.80662, -3.23596], [-2.11198, -1.12780, -1.89693], [-1.63813, -0.26662, -0.92632], [-1.91261, -0.60156, 0.35435], [-0.45606, 5.75620, -0.87913], [0.38178, 4.62407, -1.95076], [0.99985, 4.94377, -0.31501], [-3.00082, 4.59486, -1.18349], [-3.36362, 2.87156, -1.08656], [-2.42560, 3.51088, -2.44523], [-2.11225, 4.97608, 1.35233], [-0.98651, 3.91940, 2.20188], [-2.55919, 3.29074, 1.65656], [-0.33465, 2.12598, -2.84773], [-1.22108, 0.66926, -4.61055], [-2.33911, -1.47892, -3.99955], [-2.60476, -2.03510, -1.57113], [2.19366, 6.09895, 2.23410], [3.14925, 4.05527, 2.42494], [1.26110, 2.49470, 2.98532], [2.75332, 2.87734, 0.26342], [0.86825, -3.82847, -1.45367], [1.64257, -3.87213, 0.24765], [3.48986, -3.61254, 0.14681], [1.30431, -5.54715, 1.02733], [0.85525, -2.56308, 1.34065], [0.11742, -2.87637, 2.47418], [-0.48344, -1.89110, 3.25956], [-0.31696, -0.57323, 2.89583], [0.38930, -0.25178, 1.81618], [0.95023, -1.19566, 1.03339], [1.70848, -0.41973, -0.32837], [1.22400, -4.66328, -2.06339], [1.10913, -2.89642, -1.96763], [-0.21990, -3.89635, -1.38447], [3.96760, -4.44213, -0.38106], [3.92712, -3.54876, 1.14563], [3.72440, -2.68635, -0.37900], [1.75193, -6.33317, 0.41403], [0.23407, -5.75435, 1.09974], [1.73508, -5.62318, 2.02844], [-0.00330, -3.91574, 2.76002], [-1.06595, -2.14454, 4.13379], [-0.73143, 0.25462, 3.45736]],
  "lowdin_spin": [0.546, 0.006, 0.012, 0.000, 0.000, 0.125, 0.009, 0.009, 0.000, 0.004, -0.001, 0.006, 0.001, 0.001, 0.000, 0.004, 0.000, 0.000, 0.000, 0.000, 0.001, 0.000, 0.001, 0.000, 0.000, 0.000, 0.002, 0.004, 0.052, 0.164, 0.001, 0.001, 0.000, 0.000, 0.001, 0.000, 0.002, 0.003, 0.017, 0.001, 0.027, 0.000, 0.001, 0.000, 0.000, 0.000, 0.000, 0.000, 0.000, 0.000, 0.000, 0.000, 0.000]
}

***

# 3
{
  "formula": "C17H25N2O6S2Tc",
  "method": "ωB97M-V/def2-TZVPD",
  "e_homo_ev": [-8.28, -7.83],
  "spin_multiplicity": 3,
  "energy_ev": -57168.41169,
  "relative_energy_kcal_mol": 0.00,
  "e_lumo_ev": [0.09, -2.05],
  "homo_lumo_gap_ev": [8.368, 5.776],
  "species": ["Tc", "C", "C", "C", "C", "C", "C", "C", "S", "O", "O", "N", "C", "C", "O", "O", "H", "H", "H", "H", "H", "H", "H", "H", "H", "N", "C", "O", "C", "C", "H", "H", "H", "H", "H", "H", "C", "C", "O", "C", "C", "H", "H", "H", "H", "H", "H", "H", "H", "H", "H", "S", "C"],
  "coordinates": [[-0.56766, -1.04477, -0.75288], [2.98587, 6.14015, -0.83754], [2.28364, 4.94192, -0.26512], [1.71832, 3.98517, -1.10067], [1.04212, 2.89114, -0.58223], [0.92136, 2.74362, 0.78978], [1.47625, 3.69043, 1.63970], [2.15554, 4.77464, 1.11126], [0.10987, 1.33436, 1.51162], [-0.67953, 1.85159, 2.60105], [1.15477, 0.38349, 1.81894], [-0.80592, 0.70149, 0.37910], [-1.95866, 1.48984, -0.02373], [-2.53696, 0.92413, -1.31416], [-3.57836, 1.32062, -1.77975], [-1.80342, -0.00973, -1.90544], [3.64402, 5.85859, -1.65929], [3.58398, 6.64754, -0.08248], [2.26322, 6.85894, -1.22840], [1.80633, 4.09658, -2.17437], [0.61159, 2.15251, -1.24489], [1.36990, 3.58123, 2.70992], [2.59148, 5.50898, 1.77740], [-1.67630, 2.52894, -0.23754], [-2.73230, 1.51858, 0.74729], [-4.40310, -2.55420, -0.64245], [-3.07372, -2.49657, -0.68300], [-2.46356, -1.73537, 0.09576], [-2.29367, -3.37967, -1.61532], [-1.00860, -2.67839, -2.06422], [-4.89319, -1.89093, -0.06312], [-4.91633, -3.09265, -1.31683], [-2.92572, -3.72636, -2.43753], [-2.06024, -4.27045, -1.01831], [-1.17207, -2.20139, -3.03179], [-0.19579, -3.39786, -2.17710], [2.52445, -3.36964, -0.00577], [1.88675, -2.27168, 0.80847], [0.44972, -2.28007, 0.63545], [-0.25148, -3.16652, 1.54992], [-0.77061, -2.42688, 2.75911], [3.60699, -3.32607, 0.11305], [2.29551, -3.25181, -1.06493], [2.19472, -4.35929, 0.31172], [2.21514, -1.27802, 0.51386], [2.08086, -2.36514, 1.87874], [0.45395, -3.95305, 1.82806], [-1.05029, -3.62791, 0.97140], [0.04288, -1.96416, 3.31225], [-1.28768, -3.13030, 3.41489], [-1.46813, -1.64487, 2.46702], [2.15318, -0.35434, -2.67528], [0.95087, -0.67642, -1.76165]],
  "lowdin_spin": [1.729, 0.000, 0.000, 0.000, 0.000, 0.000, 0.000, 0.000, 0.007, 0.006, 0.005, 0.031, 0.003, 0.009, 0.020, 0.072, 0.000, 0.000, 0.000, 0.000, 0.000, 0.000, 0.000, 0.001, 0.001, 0.003, 0.003, 0.009, -0.002, -0.006, 0.000, 0.000, -0.001, 0.000, 0.005, 0.004, 0.001, 0.006, 0.056, 0.003, 0.001, 0.000, 0.000, 0.000, 0.000, 0.001, 0.000, 0.000, 0.000, 0.000, 0.000, 0.104, -0.073]
}

***

# 4
{
  "formula": "C17H25N3O2",
  "method": "ωB97M-V/def2-TZVPD",
  "e_homo_ev": -8.57,
  "energy_ev": -26601.15979,
  "relative_energy_kcal_mol": 21.67,
  "e_lumo_ev": 0.64,
  "smiles": "CCCCC(=O)Nc1ccc(C(=O)N2CCN(C)CC2)cc1",
  "homo_lumo_gap_ev": 9.207,
  "species": ["C", "C", "C", "C", "C", "O", "N", "C", "C", "C", "C", "C", "O", "N", "C", "C", "N", "C", "C", "C", "C", "C", "H", "H", "H", "H", "H", "H", "H", "H", "H", "H", "H", "H", "H", "H", "H", "H", "H", "H", "H", "H", "H", "H", "H", "H", "H"],
  "coordinates": [[-1.88036, 5.32506, -2.67821], [-1.36321, 5.02547, -1.27648], [0.06206, 5.53054, -1.04369], [1.08384, 4.92840, -2.01636], [1.00366, 3.41144, -2.07109], [0.63814, 2.80812, -3.05387], [1.38417, 2.82493, -0.89807], [1.42609, 1.47118, -0.55969], [1.79609, 1.13698, 0.74275], [1.86375, -0.18444, 1.13334], [1.54253, -1.19963, 0.23963], [1.70279, -2.62359, 0.66446], [2.76484, -3.03220, 1.10175], [0.63154, -3.43531, 0.48701], [-0.73077, -3.00474, 0.28876], [-1.54974, -3.28002, 1.55359], [-1.49163, -4.69205, 1.87895], [-2.35675, -5.02885, 2.98741], [-0.11507, -5.08621, 2.12360], [0.71860, -4.82822, 0.87056], [1.18741, -0.86448, -1.06316], [1.12828, 0.45583, -1.46521], [-1.76397, 6.38136, -2.91238], [-1.34347, 4.73769, -3.41771], [-2.93560, 5.07244, -2.74920], [-1.39913, 3.94684, -1.10649], [-2.01787, 5.49824, -0.53991], [0.08147, 6.61722, -1.15443], [0.34871, 5.30353, -0.01283], [2.09252, 5.22664, -1.72015], [0.90009, 5.30166, -3.02329], [1.66499, 3.44784, -0.15320], [2.04031, 1.91993, 1.44783], [2.16820, -0.44053, 2.13692], [-0.76328, -1.94155, 0.05276], [-1.16030, -3.57501, -0.54213], [-2.59177, -3.00443, 1.37599], [-1.15920, -2.65450, 2.37899], [-2.31162, -6.10324, 3.15802], [-3.38101, -4.75875, 2.73432], [-2.07699, -4.51301, 3.91958], [-0.09406, -6.15145, 2.36244], [0.32242, -4.52878, 2.97178], [1.76838, -5.06203, 1.05264], [0.33662, -5.43980, 0.04716], [0.97127, -1.64639, -1.77631], [0.85702, 0.70788, -2.47638]],
  "lowdin_charge": [-0.103, -0.259, -0.212, -0.116, -0.480, 0.078, 0.134, -0.212, -0.016, -0.013, -0.158, -0.425, 0.070, -0.049, -0.131, -0.181, -0.234, -0.104, -0.179, -0.120, -0.025, 0.007, 0.076, 0.064, 0.071, 0.106, 0.106, 0.112, 0.101, 0.120, 0.117, 0.139, 0.111, 0.121, 0.116, 0.132, 0.122, 0.131, 0.083, 0.083, 0.088, 0.122, 0.132, 0.122, 0.130, 0.125, 0.101]
}